Entry 1:
# C35H38IrN11S2Se

A molecular structure, C35H38IrN11S2Se at a distorted geometry (ωB97M-V/def2-TZVPD, OMol25).

LUMO (spin up / spin down) in eV: -7.00 / -7.44
Net charge: +2
Strongest force on any atom in eV/Å: 1.48
Relative energy (zero: lowest compared OMol25 entry of this formula, charge and spin) in kJ/mol: 225.0

Last column: Mulliken charge in e.
Cartesian coordinates (Å):
1 H -2.05 -2.96 -2.14  0.29
2 C -2.19 7.37 -0.92  -0.43
3 H -3.04 -5.84 4.28  0.48
4 H 3.78 0.43 -0.76  0.30
5 H 0.63 -0.64 7.41  0.47
6 H -2.36 0.36 -4.07  0.45
7 N 3.10 1.48 3.67  -0.66
8 C -1.64 5.29 0.16  -0.19
9 C 0.56 4.14 -0.22  -1.51
10 H 0.37 4.06 -2.77  0.47
11 H 2.37 0.40 5.93  0.56
12 H -1.91 4.47 0.82  0.40
13 C -0.93 2.39 -3.08  -0.78
14 H 1.16 -0.74 -3.25  0.46
15 C -2.28 -5.25 3.78  -0.79
16 C -2.55 -4.74 2.50  0.05
17 C -1.46 -0.02 -3.59  -1.15
18 N 0.38 -2.83 1.85  -0.37
19 C -0.76 -0.24 -6.00  -0.31
20 H -2.90 8.17 -1.12  0.40
21 H -0.66 8.22 -2.15  0.40
22 C -2.03 -3.69 0.38  -1.25
23 N 0.17 2.95 -1.00  0.34
24 C 0.88 -0.68 -4.30  0.00
25 H 2.40 -0.57 -0.38  0.02
26 H 5.49 3.23 2.44  0.26
27 C -0.12 -4.27 3.63  0.49
28 S -0.49 1.59 1.21  -0.53
29 H 2.83 -1.25 -5.01  0.41
30 H -0.86 2.40 -4.17  0.48
31 C 1.47 -0.90 -6.63  -0.45
32 H 1.18 2.49 -2.79  0.33
33 H -1.50 -1.42 6.37  0.50
34 N 3.01 0.20 -0.15  -0.19
35 H -3.51 6.31 0.39  0.41
36 Ir 0.04 -0.64 1.44  1.45
37 H -1.27 -6.23 -0.49  0.36
38 H -1.83 2.93 -2.78  0.35
39 H -0.11 -0.49 -8.03  0.41
40 C 1.82 -0.97 -5.29  -0.71
41 H 4.84 3.18 4.06  0.24
42 C -0.86 -0.91 4.40  -0.28
43 Se 1.82 -2.97 2.89  0.42
44 H 0.31 -5.77 -1.13  0.46
45 N -1.70 -4.01 1.80  0.61
46 C 1.45 0.00 5.53  -0.82
47 N 0.09 -0.41 3.60  0.16
48 H -0.77 -3.99 -2.77  0.43
49 C -0.71 -1.01 5.77  -0.86
50 N 2.17 0.10 1.99  0.05
51 H -2.92 -4.28 0.15  0.62
52 C 0.28 3.02 -2.47  -0.82
53 C -0.95 -4.08 -0.62  1.23
54 H -0.78 -5.51 5.29  0.54
55 H -2.28 -4.72 -2.21  0.47
56 H 2.20 -1.12 -7.40  0.41
57 C -0.03 6.37 -1.26  -0.28
58 C -1.06 -5.07 4.34  -0.52
59 C 1.23 0.05 4.17  0.89
60 C -0.42 -0.32 -4.66  0.67
61 H -2.30 -2.64 0.30  0.20
62 C -1.55 -3.93 -2.02  -1.66
63 C 2.25 0.59 3.23  -0.08
64 H 0.96 6.40 -1.71  0.41
65 H -3.48 -4.96 2.00  0.49
66 C -0.45 -5.51 -0.39  -1.58
67 C -0.38 5.31 -0.43  0.56
68 C -2.54 6.32 -0.08  -0.74
69 H -1.73 -0.92 -3.04  -0.11
70 C -0.94 7.40 -1.51  -0.67
71 C 3.08 0.62 1.13  0.25
72 N -1.00 0.99 -2.63  0.32
73 C 3.95 1.94 2.72  0.40
74 H -1.77 0.04 -6.28  0.39
75 H 0.01 -5.65 0.60  0.27
76 H 1.58 4.41 -0.51  0.49
77 C -0.50 -3.65 2.39  -0.01
78 C -0.27 1.81 -0.48  0.12
79 N 1.12 -4.05 4.04  -0.76
80 N 4.82 2.88 3.10  -0.34
81 N 3.98 1.54 1.45  -0.78
82 S -0.65 -0.87 -0.73  -0.31
83 H 0.57 3.85 0.83  0.63
84 C -0.66 0.72 -1.36  0.13
85 H -0.11 -3.39 -0.53  0.18
86 C 0.18 -0.54 -6.99  -0.65
87 C 0.47 -0.56 6.34  -0.52
88 H -1.78 -1.21 3.91  0.55

=====

Entry 2:
# C35H38IrN5O2P2Si2

A molecular structure, C35H38IrN5O2P2Si2 at a distorted geometry (ωB97M-V/def2-TZVPD, OMol25).

LUMO (spin up / spin down) in eV: -6.34 / -6.24
Multiplicity: 2
Net charge: +1
Strongest force on any atom in eV/Å: 8.99
Relative energy (zero: lowest compared OMol25 entry of this formula, charge and spin) in kJ/mol: 409.4

Last column: Mulliken spin population.
Cartesian coordinates (Å):
1 C -3.01 2.11 -1.80  0.00
2 H -4.15 -3.85 3.16  0.00
3 C 0.48 -1.85 -4.96  0.00
4 N -0.03 2.27 -1.50  -0.13
5 C -0.11 -0.61 -5.13  0.00
6 C -3.21 -0.23 -1.19  0.00
7 C 1.59 -2.07 0.68  -0.01
8 H -0.93 1.11 -4.12  0.00
9 C 3.62 -3.64 -0.36  0.00
10 H 1.93 2.16 4.34  0.00
11 N -1.10 2.53 1.47  -0.04
12 H -5.20 -0.99 -1.09  0.00
13 Si 2.19 -0.22 3.64  0.00
14 H 4.70 -0.28 3.54  0.00
15 N -4.39 -0.01 2.08  -0.01
16 C 1.69 -3.40 1.05  0.00
17 C 2.54 -1.51 -0.18  0.01
18 C 3.54 -2.30 -0.70  0.00
19 H 0.90 4.83 -0.59  0.00
20 H 3.22 1.49 -1.69  0.00
21 H -4.84 3.12 -2.20  0.00
22 C -1.80 -1.43 2.99  0.00
23 C -1.13 -1.88 1.85  0.00
24 C -5.17 1.08 -1.66  0.00
25 C -2.27 2.51 1.48  0.02
26 O 2.43 2.87 1.65  0.47
27 C -0.46 0.14 -4.02  0.00
28 H -3.42 -1.81 4.34  0.00
29 H 4.26 -1.86 -1.38  0.00
30 O 2.49 1.88 0.80  0.45
31 C -0.04 0.33 0.20  -0.01
32 C -2.65 -3.71 1.64  0.00
33 C 0.33 -1.63 -2.57  -0.01
34 H 4.04 0.73 2.26  0.00
35 H 1.11 -3.35 -3.57  0.00
36 C -0.21 -0.36 -2.74  0.00
37 H -1.05 -3.33 0.27  0.00
38 H 0.79 -2.42 -5.83  0.00
39 C -3.30 -3.29 2.79  0.00
40 H -2.73 -1.16 -0.91  0.00
41 C 2.76 1.81 -2.62  0.00
42 C -4.53 3.38 1.24  0.01
43 C 2.70 -4.19 0.52  0.00
44 H -1.45 -0.55 3.49  0.00
45 H 2.46 -2.00 5.38  0.00
46 C 1.96 -1.96 4.41  0.01
47 C 0.66 3.72 -3.94  -0.01
48 C 0.68 -2.37 -3.69  0.00
49 C -3.62 2.36 1.53  -0.03
50 H 3.52 2.28 -3.23  0.00
51 H 0.47 -2.03 -1.58  0.00
52 H -2.36 2.95 -1.99  0.00
53 H 2.41 0.92 -3.14  0.00
54 C -4.07 1.06 1.85  0.01
55 N 0.86 -0.02 2.54  0.12
56 C 2.00 1.22 4.86  0.00
57 H 0.51 2.92 -4.65  0.00
58 H 2.77 -5.23 0.80  0.00
59 C 3.91 -0.21 2.79  0.00
60 Si 1.32 3.01 -2.27  0.00
61 H -6.24 1.15 -1.74  0.00
62 H -0.27 4.25 -3.80  0.00
63 H 0.97 -3.83 1.73  0.00
64 H 2.46 -0.45 -0.42  0.00
65 H 1.40 4.40 -4.34  0.00
66 H -0.30 -0.22 -6.12  0.00
67 C -2.43 0.90 -1.44  0.01
68 N -5.27 4.22 1.00  -0.01
69 H -2.98 -4.60 1.13  0.00
70 C -4.59 -0.13 -1.29  0.00
71 H 4.03 -1.02 2.09  0.00
72 C -4.38 2.19 -1.91  0.00
73 Ir 0.69 2.08 1.07  0.14
74 C 1.75 4.51 -1.18  0.00
75 H 1.12 1.10 5.47  0.00
76 P 0.34 -0.95 1.34  0.02
77 H 0.91 -2.18 4.56  0.00
78 P -0.62 0.78 -1.39  -0.04
79 H 2.39 -2.74 3.78  0.00
80 H 4.40 -4.26 -0.78  0.00
81 H 2.08 5.36 -1.78  0.00
82 H 2.86 1.28 5.52  0.00
83 C -2.89 -2.15 3.46  0.00
84 C -1.56 -3.00 1.16  0.00
85 H 2.56 4.27 -0.49  0.00

=====

Entry 3:
# C35H39Br2CsN7OS

A molecular structure, C35H39Br2CsN7OS at a distorted geometry (ωB97M-V/def2-TZVPD, OMol25).

LUMO in eV: 1.98
Net charge: -1
Strongest force on any atom in eV/Å: 2.62
Relative energy (zero: lowest compared OMol25 entry of this formula, charge and spin) in kJ/mol: 105.3

Last column: Mulliken charge in e.
Cartesian coordinates (Å):
1 C -3.49 4.56 4.75  -1.05
2 C -2.73 3.74 3.94  -0.03
3 H -1.08 1.44 5.38  0.33
4 N -0.04 -0.30 -3.06  -0.16
5 H -0.18 -0.76 4.43  0.34
6 Br -3.76 -1.92 -6.52  -0.29
7 C -1.75 -1.08 -4.61  0.83
8 H -0.53 -0.61 6.74  0.40
9 H -2.44 7.58 3.62  0.38
10 C 3.72 -2.19 2.92  -1.66
11 H 0.64 4.87 3.66  0.44
12 C -2.74 -2.04 -4.91  0.02
13 H -0.16 1.71 -5.74  0.38
14 C 1.83 -4.13 -1.33  -1.75
15 H -1.08 6.11 2.16  0.48
16 H 0.08 2.42 6.31  0.56
17 H 3.71 0.47 -2.34  0.22
18 H 4.27 3.62 1.73  0.40
19 C -1.41 0.00 -5.46  -0.87
20 H 3.10 4.99 3.48  0.37
21 C 0.24 0.68 -3.88  -0.40
22 H 0.62 0.34 7.71  0.39
23 H -3.98 6.59 5.29  0.38
24 C 0.44 3.47 2.04  0.53
25 C -1.05 3.37 2.13  -0.10
26 N -4.97 1.65 0.84  -0.51
27 C 0.51 -0.27 6.81  -1.95
28 C 3.96 -0.99 0.71  -0.26
29 Cs -0.70 -0.56 0.23  0.86
30 H 5.33 0.01 -1.82  0.39
31 H 0.53 1.04 3.00  -0.16
32 N -2.95 2.52 1.32  -1.03
33 C 2.55 -3.01 -0.61  0.95
34 N 0.99 0.15 3.16  0.09
35 H -1.95 0.13 -6.39  0.31
36 C 3.19 3.60 1.85  -0.30
37 O -0.64 -2.37 -1.35  -0.72
38 H 2.37 -3.92 1.32  0.40
39 H 1.67 -3.88 -2.38  0.30
40 N 1.07 2.74 1.11  -0.17
41 C 3.47 -2.08 1.44  0.90
42 C 1.16 4.30 2.90  -0.32
43 H 2.49 1.60 6.57  0.46
44 H 2.62 1.59 4.80  0.21
45 H 4.40 1.16 -0.87  0.31
46 S -3.39 -0.05 2.16  -0.52
47 C -1.02 -1.19 -3.40  -0.04
48 C 2.34 0.99 5.67  -1.72
49 H -5.49 0.81 0.68  0.22
50 H -4.18 4.12 5.47  0.38
51 C -3.71 1.45 1.36  0.39
52 H -2.83 2.65 3.99  0.41
53 C -0.43 0.88 -5.10  -0.62
54 C -1.85 4.28 3.00  0.22
55 H 4.46 -1.45 3.26  0.33
56 C 4.32 0.26 -1.47  -1.57
57 C 0.89 0.54 5.57  2.07
58 H 0.85 -4.32 -0.89  0.31
59 C -1.76 5.67 2.90  0.17
60 C -2.52 6.50 3.72  -0.85
61 Br -2.66 -4.65 -1.71  -0.25
62 H -5.05 2.37 0.14  0.22
63 H 2.81 -2.04 3.50  0.24
64 C -2.99 -3.07 -4.05  -0.34
65 N 0.76 -0.39 4.44  -0.39
66 N -1.62 2.47 1.40  0.45
67 H 4.11 -3.18 3.18  0.48
68 C -1.27 -2.28 -2.44  0.44
69 C 2.54 4.36 2.80  -0.85
70 H 2.85 2.19 0.26  0.32
71 C 3.74 -0.89 -0.67  0.49
72 H -3.76 -3.80 -4.29  0.39
73 H 4.52 -0.21 1.22  0.28
74 C -2.28 -3.19 -2.86  -0.16
75 H 3.00 0.12 5.73  0.36
76 C -0.03 1.75 5.44  -1.76
77 C 2.76 -3.06 0.77  -0.60
78 H 1.98 0.27 3.01  0.08
79 C 3.04 -1.90 -1.31  -0.33
80 H 0.20 2.33 4.55  0.21
81 H 1.16 -1.15 6.90  0.42
82 C 2.40 2.81 1.02  -0.41
83 H 2.42 -5.05 -1.28  0.47
84 C -3.38 5.95 4.65  -0.39
85 H 1.02 1.37 -3.56  0.38
86 H 2.86 -1.83 -2.38  0.16

=====

Entry 4:
# C35H39Cl96N4

33 unconnected molecules or ions with the total composition C35H39Cl96N4 at a distorted geometry (ωB97M-V/def2-TZVPD, OMol25).

LUMO in eV: -2.59
Net charge: +1
Strongest force on any atom in eV/Å: 1.42

Last column: Mulliken charge in e.
Cartesian coordinates (Å):
1 Cl -5.85 -13.21 0.58  -0.10
2 C -6.35 -1.91 1.97  1.14
3 Cl -0.15 -15.55 -0.68  -0.13
4 Cl 4.51 6.24 -6.91  -0.13
5 Cl -6.18 -0.98 0.48  -0.14
6 Cl -11.60 -1.28 10.59  -0.07
7 Cl 1.28 1.78 1.13  -0.05
8 C -3.65 -7.74 -1.23  0.06
9 Cl -12.25 -0.52 13.32  -0.12
10 Cl 13.57 0.50 1.14  -0.11
11 H -3.56 -13.13 1.05  0.35
12 H -2.51 8.96 -2.81  0.31
13 C 13.75 -2.98 -13.66  0.01
14 Cl 5.71 7.22 -4.44  -0.10
15 Cl -4.41 -6.85 -2.56  -0.12
16 Cl -6.22 -0.31 9.73  0.01
17 Cl -1.47 3.32 -5.16  -0.16
18 H -1.95 1.73 10.71  0.43
19 C -4.30 -12.39 0.78  -0.02
20 Cl 11.23 2.77 -9.54  -0.01
21 Cl 0.04 5.76 -2.08  -0.02
22 H 0.26 3.89 -3.47  -0.06
23 C 8.64 1.28 -5.98  0.34
24 Cl -5.87 -0.30 -9.23  -0.09
25 Cl -0.60 2.99 -1.49  -0.06
26 H 5.90 2.04 -4.12  -0.16
27 H -1.69 1.84 -7.45  -0.16
28 Cl -7.61 -3.13 1.82  -0.16
29 H -3.58 11.87 1.11  0.00
30 Cl -1.24 -2.91 10.29  -0.10
31 Cl -6.29 0.03 -6.38  -0.09
32 H 14.59 -3.46 -14.14  0.33
33 Cl -10.81 7.07 0.28  -0.12
34 H 8.31 0.34 1.69  -0.38
35 Cl 9.01 2.19 2.93  -0.12
36 Cl -0.53 0.19 9.67  -0.10
37 Cl 10.18 2.03 -6.40  -0.07
38 Cl -10.75 6.10 3.77  -0.05
39 Cl -8.79 0.67 10.66  -0.11
40 Cl -11.08 6.91 6.54  -0.12
41 Cl -3.50 -0.07 5.69  -0.06
42 H 8.74 -4.75 2.11  0.36
43 Cl 11.96 2.19 -0.58  -0.13
44 H -12.07 5.10 5.42  0.30
45 C -3.09 3.85 -4.70  0.07
46 Cl -2.68 1.51 -9.54  -0.12
47 C -1.39 -15.26 -1.91  0.03
48 Cl 2.14 3.75 -2.08  -0.02
49 Cl 8.21 -2.43 -7.01  -0.01
50 C 9.20 -3.90 1.63  -0.11
51 Cl 8.37 -2.44 2.18  -0.04
52 Cl 11.45 -0.11 -11.22  -0.10
53 Cl 13.00 0.47 6.21  -0.12
54 C -7.30 -0.74 6.29  0.41
55 N -2.13 -3.53 0.20  0.47
56 C -2.10 0.88 10.06  -0.17
57 C -9.45 6.44 -0.66  0.02
58 Cl -7.66 -2.45 6.12  -0.14
59 Cl 15.48 1.18 4.87  -0.12
60 Cl -1.73 11.74 2.53  -0.12
61 C -1.99 -3.89 1.46  -0.40
62 H -2.79 -4.25 2.07  0.71
63 Cl -7.10 3.64 4.54  -0.13
64 H 12.39 4.61 -10.42  0.35
65 H -2.47 1.99 6.16  0.26
66 Cl -9.92 4.32 5.91  -0.05
67 C 7.80 1.16 2.18  0.69
68 Cl 5.58 3.17 -2.10  -0.07
69 N -0.73 -3.77 1.88  -0.47
70 Cl -2.77 10.82 -1.42  -0.11
71 C 0.44 4.08 -2.42  0.18
72 C -0.07 -3.31 0.81  0.43
73 H -1.01 -4.09 8.28  0.31
74 Cl 12.49 -4.20 -13.44  -0.12
75 Cl -11.83 -4.66 5.34  -0.13
76 H 1.58 -2.31 1.45  -0.01
77 Cl 4.50 3.80 -4.73  0.06
78 Cl -7.95 -2.03 11.31  -0.11
79 Cl -6.10 2.38 2.07  -0.08
80 C -12.18 -1.85 12.15  0.00
81 C 13.88 1.74 5.36  0.00
82 C -6.23 -1.13 -7.71  0.06
83 Cl -2.92 1.44 8.59  -0.09
84 Cl -3.95 2.56 -3.85  -0.08
85 C -2.35 9.14 -1.76  0.02
86 Cl -0.82 -14.10 -3.11  -0.12
87 H -3.77 -4.41 -0.89  0.12
88 H -6.62 -1.23 2.77  -0.75
89 Cl 6.26 -3.13 -4.97  -0.12
90 Cl 9.06 -3.82 -4.61  -0.11
91 Cl -6.87 -0.02 4.73  0.01
92 Cl 13.18 -1.69 -14.72  -0.12
93 H 11.69 1.76 1.70  -0.33
94 H -6.76 4.60 2.43  0.23
95 H 1.89 -3.42 0.14  0.23
96 H -5.43 -1.83 -7.52  0.25
97 H 14.01 2.58 6.04  0.32
98 Cl 9.66 -0.19 -8.94  -0.11
99 Cl 12.96 2.31 3.96  -0.07
100 Cl -11.18 -3.16 12.76  -0.12
101 C -3.43 12.04 2.17  0.36
102 Cl -2.22 -2.19 7.65  0.02
103 Cl 10.90 -3.86 2.08  -0.10
104 Cl -0.65 8.84 -1.39  -0.13
105 H -12.61 -3.09 3.79  0.32
106 C 7.76 -3.61 -5.78  -0.10
107 C -3.30 -3.45 -0.69  -0.30
108 H -6.45 -0.64 6.96  -0.22
109 Cl -4.00 4.36 -6.13  -0.12
110 Cl 13.38 4.30 -8.32  -0.13
111 H 5.08 8.44 -6.33  0.31
112 Cl -3.20 -4.59 8.95  -0.12
113 Cl -3.80 -11.64 -0.73  -0.10
114 H -3.99 -2.76 -0.22  0.03
115 Cl 7.40 2.51 -5.70  -0.14
116 C 11.97 1.16 0.85  0.63
117 C -11.08 5.55 5.41  -0.07
118 C -7.42 -0.37 11.03  -0.09
119 Cl -0.15 0.47 -8.56  -0.13
120 Cl -8.78 3.45 2.19  -0.11
121 H -0.61 -2.86 -1.15  0.25
122 Cl 6.90 2.05 0.95  -0.08
123 Cl -11.94 -1.77 5.60  -0.08
124 Cl -4.41 2.58 4.99  0.04
125 Cl 7.13 7.51 -6.96  -0.10
126 Cl 3.78 1.30 -3.42  -0.14
127 C 2.52 0.57 0.84  0.06
128 C -3.00 1.58 5.31  -0.21
129 Cl -8.66 0.13 7.00  -0.09
130 Cl -2.89 -14.71 -1.17  -0.08
131 C -11.78 -3.12 4.48  -0.07
132 Cl -10.29 -2.98 3.55  -0.03
133 N 1.25 -3.01 0.80  -0.17
134 Cl -3.86 13.71 2.53  -0.12
135 H -13.19 -2.23 12.02  0.31
136 Cl -7.75 -2.02 -7.83  -0.14
137 Cl -4.80 -2.65 2.42  -0.07
138 C -7.13 3.64 2.77  0.08
139 Cl 8.81 0.25 -4.55  -0.11
140 Cl -3.13 -0.28 10.89  -0.10
141 H -1.59 -16.20 -2.41  0.32
142 Cl -4.46 10.92 3.06  -0.12
143 Cl -3.39 8.04 -0.84  -0.10
144 Cl 2.66 -0.51 2.24  -0.25
145 C -1.81 -3.52 8.74  -0.09
146 Cl 14.28 -2.33 -12.11  -0.10
147 Cl -8.07 6.12 0.38  -0.07
148 H 2.21 -0.03 -0.01  0.19
149 H -2.97 -2.95 -1.59  0.33
150 Cl 10.90 -2.63 -9.90  -0.11
151 C 12.02 4.35 -9.44  -0.12
152 H -6.95 -0.01 11.94  0.34
153 Cl -1.89 1.59 3.93  -0.08
154 H 7.59 -4.56 -6.27  0.35
155 Cl 9.02 -4.09 -0.12  -0.10
156 N -0.90 -3.17 -0.24  -0.23
157 C 5.05 2.52 -3.65  0.32
158 Cl -2.43 -6.73 -0.43  -0.12
159 Cl -4.39 -11.20 2.09  -0.13
160 C 11.10 -0.90 -9.68  0.02
161 C 5.55 7.48 -6.18  0.01
162 H -3.00 4.70 -4.04  0.27
163 Cl 10.86 5.59 -8.95  -0.09
164 H -3.15 -8.61 -1.65  0.26
165 Cl 6.70 0.49 3.40  -0.14
166 H 11.94 -0.73 -9.01  0.30
167 Cl 4.07 1.30 0.46  0.09
168 H 8.32 0.66 -6.81  -0.07
169 Cl -2.63 -0.29 -7.25  -0.11
170 C -1.78 0.99 -8.12  0.53
171 Cl -4.85 -8.29 -0.08  -0.08
172 Cl -9.01 7.56 -1.95  -0.12
173 H -9.76 5.51 -1.12  0.29
174 Cl 10.78 -0.14 0.69  -0.08

=====

- Which formula does entry 3 have?
  C35H39Br2CsN7OS